No. 1
54
Properties=species:S:1:pos:R:3 method="wB97M-V/def2-TZVPD" homo_lumo_gap_ev=9.36 smiles="CS[C@]1(C(=O)NCCOCCN(C)C(=O)Cn2cnc(C(N)=O)n2)C[C@H](O)C1" e_above_lowest_kj_mol=166.0
C 1.30 -2.96 -2.56
S 2.16 -4.10 -1.46
C 0.74 -5.01 -0.81
C -0.03 -4.32 0.30
O -1.12 -4.77 0.64
N 0.54 -3.26 0.90
C -0.17 -2.49 1.89
C -1.20 -1.57 1.27
O -0.51 -0.66 0.42
C -1.39 0.19 -0.29
C -0.58 1.10 -1.18
N 0.25 2.03 -0.43
C 1.63 1.64 -0.16
C -0.35 3.16 0.03
O -1.53 3.38 -0.16
C 0.53 4.13 0.82
N -0.14 5.38 1.09
C -1.37 5.64 1.57
N -1.51 6.94 1.75
C -0.32 7.43 1.32
C -0.01 8.90 1.32
N -1.05 9.65 1.77
O 1.05 9.35 0.95
N 0.53 6.53 0.90
C -0.20 -5.66 -1.86
C -0.03 -7.02 -1.15
O 0.22 -8.16 -1.95
C 1.14 -6.45 -0.33
H 2.06 -2.35 -3.05
H 0.74 -3.50 -3.32
H 0.63 -2.30 -2.00
H 1.42 -2.93 0.53
H -0.68 -3.18 2.58
H 0.55 -1.91 2.46
H -1.91 -2.16 0.69
H -1.75 -1.03 2.05
H -2.08 -0.40 -0.91
H -1.99 0.78 0.41
H 0.08 0.50 -1.81
H -1.25 1.67 -1.81
H 2.15 2.39 0.41
H 1.64 0.70 0.40
H 2.16 1.49 -1.10
H 0.84 3.65 1.76
H 1.43 4.39 0.27
H -2.10 4.87 1.76
H -1.91 9.20 2.05
H -0.94 10.65 1.80
H -1.21 -5.26 -1.89
H 0.24 -5.67 -2.86
H -0.89 -7.27 -0.53
H 0.99 -7.98 -2.50
H 2.12 -6.75 -0.71
H 1.11 -6.61 0.75


No. 2
54
Properties=species:S:1:pos:R:3 method="wB97M-V/def2-TZVPD" homo_lumo_gap_ev=9.39 smiles="CS[C@]1(C(=O)NCCOCCN(C)C(=O)Cn2cnc(C(N)=O)n2)C[C@H](O)C1" e_above_lowest_kj_mol=184.4
C -3.66 4.65 -0.78
S -3.09 3.35 0.33
C -4.50 2.18 0.49
C -4.17 0.76 0.03
O -4.93 -0.15 0.32
N -3.07 0.58 -0.73
C -2.66 -0.75 -1.12
C -1.87 -1.45 -0.03
O -0.70 -0.70 0.21
C 0.06 -1.20 1.29
C 1.28 -0.32 1.48
N 2.17 -0.33 0.33
C 2.01 0.74 -0.64
C 3.04 -1.36 0.23
O 3.08 -2.27 1.05
C 3.96 -1.37 -0.99
N 4.99 -2.37 -0.88
C 4.91 -3.69 -0.64
N 6.11 -4.22 -0.66
C 6.92 -3.15 -0.90
C 8.41 -3.26 -1.00
N 8.84 -4.53 -0.80
O 9.12 -2.32 -1.24
N 6.28 -2.01 -1.05
C -5.09 2.22 1.93
C -6.19 3.18 1.45
O -5.92 4.55 1.70
C -5.87 2.72 0.01
H -2.82 5.33 -0.87
H -3.90 4.25 -1.77
H -4.52 5.18 -0.37
H -2.43 1.35 -0.81
H -3.54 -1.34 -1.36
H -2.04 -0.67 -2.02
H -2.48 -1.50 0.88
H -1.62 -2.47 -0.34
H -0.54 -1.19 2.21
H 0.37 -2.23 1.10
H 0.96 0.71 1.65
H 1.83 -0.66 2.36
H 2.67 0.61 -1.49
H 0.98 0.76 -1.00
H 2.23 1.71 -0.17
H 3.37 -1.54 -1.89
H 4.48 -0.42 -1.10
H 3.98 -4.19 -0.45
H 8.19 -5.26 -0.60
H 9.83 -4.71 -0.84
H -5.49 1.24 2.18
H -4.43 2.58 2.73
H -7.20 2.99 1.80
H -4.97 4.65 1.84
H -5.90 3.47 -0.78
H -6.49 1.87 -0.27


No. 3
58
Properties=species:S:1:pos:R:3 method="wB97M-V/def2-TZVPD" homo_lumo_gap_ev=8.96 smiles="NP(O)OC(=O)OC[C@@H]1CO1.C[C@@H]1COC(=O)O1.C[C@@H]1COC(=O)O1.C[C@@H]1COC(=O)O1"
N 5.04 -1.38 -0.38
P 6.51 -2.19 -0.73
O 6.92 -1.58 -2.22
O 6.19 -3.86 -0.95
C 5.30 -4.20 -1.95
O 5.54 -5.11 -2.62
O 4.14 -3.50 -2.16
C 3.15 -3.85 -1.20
C 2.23 -2.53 -1.06
C 1.16 -2.38 -2.21
O 2.46 -1.54 -2.04
H 5.20 -0.43 -0.09
H 4.48 -1.90 0.29
H 7.88 -1.66 -2.25
H 2.44 -4.61 -1.55
H 3.54 -4.00 -0.19
H 1.93 -2.21 -0.05
H 0.56 -1.49 -2.02
H 1.51 -2.75 -3.17
C -4.31 0.35 -2.92
C -3.33 -0.78 -2.74
C -3.96 -2.11 -2.42
O -2.90 -2.77 -1.71
C -2.15 -1.80 -1.14
O -1.29 -2.00 -0.33
O -2.49 -0.57 -1.60
H -5.00 0.41 -2.08
H -3.79 1.31 -2.97
H -4.89 0.22 -3.84
H -2.68 -0.85 -3.62
H -4.25 -2.67 -3.30
H -4.82 -2.03 -1.75
C -0.51 2.07 0.51
C -0.14 2.57 -0.86
C 0.10 4.05 -0.94
O -0.21 4.33 -2.31
C -1.11 3.40 -2.71
O -1.72 3.45 -3.73
O -1.24 2.42 -1.78
H -1.32 2.65 0.94
H -0.86 1.03 0.46
H 0.34 2.11 1.18
H 0.70 2.00 -1.26
H 1.13 4.32 -0.71
H -0.57 4.63 -0.30
C -2.88 0.66 5.76
C -1.71 1.60 5.57
C -2.06 3.06 5.63
O -1.03 3.65 4.84
C -0.63 2.71 3.94
O 0.09 2.91 3.02
O -1.17 1.50 4.25
H -3.71 0.93 5.09
H -2.59 -0.36 5.52
H -3.24 0.69 6.79
H -0.92 1.35 6.28
H -2.05 3.46 6.65
H -3.03 3.29 5.17


No. 4
61
Properties=species:S:1:pos:R:3 method="wB97M-V/def2-TZVPD" homo_lumo_gap_ev="6.58 / 6.36" multiplicity=6 e_above_lowest_kj_mol=75.4 s_squared=8.767 charge=-2
Fe -1.66 -0.04 -0.79
N -2.35 1.77 1.91
N -1.84 2.90 1.24
C -1.65 3.00 -0.14
O -1.46 4.13 -0.60
O -1.61 1.90 -0.81
H -3.20 1.42 1.46
H -1.66 1.04 1.92
H -2.08 3.77 1.67
C -3.97 -3.32 4.24
O -2.73 -2.91 4.80
C -1.86 -2.29 3.96
C -0.73 -1.70 4.56
C 0.14 -0.99 3.77
C -0.05 -0.84 2.39
C 0.82 0.04 1.61
C 2.13 0.52 2.23
O 0.54 0.47 0.50
C -1.16 -1.49 1.77
O -1.38 -1.48 0.51
C -2.05 -2.21 2.60
H -4.60 -3.63 5.07
H -3.83 -4.16 3.56
H -4.45 -2.50 3.69
H -0.61 -1.78 5.63
H 0.98 -0.50 4.25
H 2.65 -0.29 2.75
H 1.93 1.31 2.95
H 2.75 0.92 1.43
H -2.92 -2.63 2.11
C 4.73 1.96 -4.18
C 4.93 0.74 -3.30
O 3.72 0.04 -3.10
P 2.91 0.37 -1.67
O 1.67 -0.62 -1.93
C 1.63 -1.92 -1.33
C 1.73 -2.98 -2.40
O 2.23 1.79 -2.00
C 1.18 1.94 -2.99
C 0.85 3.41 -3.10
H 5.69 2.46 -4.36
H 4.04 2.66 -3.71
H 4.31 1.66 -5.14
H 5.36 1.04 -2.33
H 5.64 0.04 -3.76
H 0.67 -1.99 -0.80
H 2.44 -2.01 -0.60
H 0.90 -2.86 -3.10
H 1.67 -3.97 -1.96
H 2.67 -2.89 -2.95
H 0.31 1.38 -2.68
H 1.54 1.53 -3.94
H 0.43 3.78 -2.16
H 0.08 3.54 -3.86
H 1.72 4.00 -3.38
Se -1.72 -0.93 -3.01
F -3.91 -0.15 -0.02
B -5.10 -0.53 0.70
F -5.31 0.43 1.70
F -6.18 -0.58 -0.18
F -4.90 -1.79 1.29


No. 5
50
Properties=species:S:1:pos:R:3 method="wB97M-V/def2-TZVPD" homo_lumo_gap_ev="6.45 / 6.49" multiplicity=5 e_above_lowest_kj_mol=0.0 s_squared=6.005 charge=+2
C -3.00 3.04 -1.08
C -2.04 1.95 -1.16
H -3.24 3.26 -0.04
H -3.91 2.79 -1.65
H -2.56 3.92 -1.59
O -1.65 1.30 -0.15
Cl -1.36 1.71 -2.70
Ho -0.20 -0.43 0.24
P -2.69 -1.49 -0.68
C -3.60 -2.09 0.80
C -4.08 -0.53 -1.34
H -4.88 -1.23 -1.62
H -3.69 -3.40 -1.81
H -3.79 0.06 -2.22
H -2.31 -2.71 -2.75
H -4.05 -1.24 1.32
H -4.46 0.15 -0.56
C -2.67 -2.98 -1.74
H -4.40 -2.75 0.45
H -1.99 -3.74 -1.31
H -2.94 -2.64 1.48
P 1.35 2.00 0.04
C 2.02 2.52 1.67
C 2.84 2.05 -1.02
H 0.12 3.68 -1.30
H 1.39 4.41 -0.27
H -0.15 3.89 0.46
C 0.60 3.65 -0.31
H 2.56 1.89 -2.08
H 3.34 3.03 -0.95
H 2.58 3.46 1.52
H 2.68 1.75 2.08
H 3.55 1.27 -0.73
H 1.19 2.73 2.35
C 0.30 -0.17 2.51
O 0.55 -0.12 3.65
Cl 0.01 -3.06 0.88
C 1.76 -2.67 0.97
C 2.43 -3.06 2.12
C 3.73 -2.57 2.34
C 4.35 -1.77 1.39
C 3.69 -1.42 0.22
C 2.35 -1.84 -0.03
C 1.56 -1.27 -1.12
H 1.94 -3.67 2.87
H 4.25 -2.84 3.27
H 5.35 -1.37 1.58
H 4.20 -0.80 -0.53
H 2.13 -0.68 -1.85
H 0.84 -1.97 -1.61


Record order is preserved below.
Strongest force on any atom: 0.00694 0.00456 0.09425 0.00476 0.13975 hartree/bohr